Record 1
Computed, not measured: an isolated molecule of C3H2Cl3N, with wB97M-V/def2-TZVPD.

```
9
Properties=species:S:1:pos:R:3:forces:R:3
C -1.001110 1.239635 0.080918 -0.599 -0.713 -0.843
C -0.806677 -0.201767 -0.009404 4.089 0.305 -1.927
C 0.834436 -0.450713 0.003358 -0.492 0.329 0.530
N -1.329996 2.329152 -0.003929 0.040 0.855 0.251
Cl 1.203623 -2.174273 -0.036562 -0.461 -0.249 -0.382
Cl 1.624500 0.124430 1.513478 -0.601 0.337 -0.301
Cl 1.625917 0.356114 -1.384623 -0.529 -0.193 0.348
H -1.006000 -0.608008 -1.071728 -0.664 0.466 2.096
H -1.144693 -0.614569 0.908494 -0.783 -1.137 0.229
```
Forces are in eV/Å.

For the largest force on an atom, the calculation gives 0.0881 hartree/bohr. Its LUMO energy is 0.39 eV. The value obtained for the energy above the lowest of the compared OMol25 structures with the same formula, charge and spin is 15.7 kJ/mol.

natural (NBO) atomic charge list, values in e, 4 entries: number 1, C, carries 0.251; number 2, C, carries -0.527; number 3, C, carries -0.099; number 4, N, carries -0.268

Record 2
Computed, not measured: a cluster of 2 separate species, H5NO in total, with wB97M-V/def2-TZVPD.

```
7
Properties=species:S:1:pos:R:3:forces:R:3
H -1.230204 0.867843 0.017762 0.216 1.297 -0.249
H -2.202537 -0.213643 0.458361 -0.633 -0.086 -0.378
H -0.861320 -0.575819 -0.205904 -0.424 0.012 -0.837
H 1.692051 -0.746111 0.124750 -0.258 -0.996 0.288
H 2.398232 0.560435 0.328261 -0.783 -0.585 -1.238
N -1.667754 0.055518 -0.373734 0.823 -1.202 1.431
O 1.871534 0.051779 -0.349497 1.060 1.561 0.984
```
Forces are in eV/Å.

For the largest force on an atom, the calculation gives 0.0414 hartree/bohr. Its LUMO energy is 0.69 eV. The value obtained for the energy above the lowest of the compared OMol25 structures with the same formula, charge and spin is 44.4 kJ/mol.

natural (NBO) atomic charge list, values in e, 4 entries: number 1, H, carries 0.346; number 2, H, carries 0.338; number 3, H, carries 0.340; number 4, H, carries 0.461

Record 3
Computed, not measured: a cluster of 7 separate species, C17H40N4O9 in total, with wB97M-V/def2-TZVPD.

```
70
Properties=species:S:1:pos:R:3:forces:R:3
N -6.798894 -13.416906 -1.216496 0.001 0.376 -0.574
H -5.982965 -13.767366 -0.643465 0.927 -1.150 0.780
H -6.929568 -13.929586 -2.083952 0.157 -0.184 0.125
H -6.456156 -12.480951 -1.511423 -0.344 0.748 -0.355
H -7.668276 -13.430935 -0.697314 0.061 0.317 0.090
N -2.488948 -12.943830 -0.926962 0.037 0.236 -0.471
H -1.736318 -13.549419 -1.321944 -0.107 0.091 0.586
H -2.082357 -12.277541 -0.239906 -0.147 -0.195 0.057
H -3.245822 -13.460619 -0.426598 -0.089 -0.266 -0.333
H -2.877835 -12.432850 -1.760014 -0.461 0.195 0.357
C -5.173095 -12.037101 -4.798731 0.496 -1.211 0.184
C -4.843568 -11.574863 -3.386077 1.483 -0.030 0.199
O -3.632245 -11.656610 -3.045095 0.233 -0.103 -0.299
O -5.746974 -11.206173 -2.617088 -1.335 -0.202 0.428
H -5.216977 -11.264109 -5.560401 -0.632 0.163 0.210
H -6.027981 -12.709924 -4.695309 -0.542 0.628 -0.549
H -4.386904 -12.717343 -5.135608 0.249 0.227 0.108
C -4.680233 -15.759297 0.137906 -0.227 -0.207 -1.562
O -4.697379 -14.376106 0.191251 -0.446 0.851 0.560
H -4.952214 -16.107169 -0.882812 0.017 0.033 -0.130
H -3.672058 -16.185975 0.244469 -0.089 -0.089 0.626
H -5.438602 -16.290704 0.732000 0.366 0.160 0.643
C 0.325963 -16.848487 -2.109742 0.639 -0.041 0.131
C -0.665990 -15.897088 -1.454444 -0.130 0.816 -1.365
C -0.710583 -15.917956 0.051897 1.054 -1.398 1.470
O 0.626183 -15.902289 0.604231 -0.386 0.879 -0.621
C 0.657914 -16.278846 1.967300 -0.372 -0.679 -0.610
N -0.336430 -14.506132 -1.902737 0.754 -0.447 0.295
H 0.447795 -16.627869 -3.171955 -0.470 0.007 -0.068
H 0.090873 -17.908768 -2.019244 -0.012 0.028 0.228
H 1.320510 -16.641136 -1.706634 -0.049 -0.331 0.261
H -1.653824 -16.104787 -1.873445 -0.198 -0.056 0.404
H -1.089269 -16.869932 0.441847 -0.615 -0.138 -0.533
H -1.305269 -15.143209 0.540368 -0.089 0.318 -0.424
H -0.163542 -15.860542 2.556678 0.299 0.614 0.052
H 1.657227 -16.029098 2.308727 -0.163 0.061 0.404
H 0.484331 -17.361235 2.038694 0.298 -0.108 0.036
H 0.654375 -14.424729 -1.675009 -0.094 0.502 0.224
H -0.329612 -14.429367 -2.916372 -0.306 -0.270 -0.029
C -1.410350 -9.470144 -0.238725 0.757 0.194 -0.865
C -0.539423 -10.414525 0.575087 -1.353 -0.720 1.523
C 0.250729 -9.686794 1.693189 -0.183 0.648 -2.370
O -0.684198 -9.206755 2.620002 -0.036 -0.219 0.551
C -0.130626 -8.707392 3.823204 0.434 0.020 -0.232
N -1.436137 -11.423780 1.245696 0.496 0.812 1.186
H -1.774393 -9.971514 -1.137388 -0.150 0.025 0.049
H -0.754433 -8.661458 -0.575173 -0.126 0.059 -0.169
H -2.256701 -8.989705 0.247561 0.080 -0.346 0.469
H 0.070683 -11.054699 -0.063711 0.552 0.646 -0.142
H 0.659606 -8.777242 1.233873 0.720 -0.260 0.007
H 1.051856 -10.378899 1.972000 -0.118 0.219 1.026
H 0.130308 -9.568816 4.440350 -0.110 0.271 0.476
H -0.825334 -8.000772 4.272004 -0.368 -0.495 0.186
H 0.771232 -8.099738 3.680702 0.143 -0.224 -0.399
H -0.873155 -11.980921 1.897756 0.283 -0.515 -0.702
H -1.853081 -10.870736 2.001709 -0.873 0.026 -0.555
C -3.504781 -14.900492 5.953580 -0.082 0.194 1.928
C -4.704457 -15.464884 6.089193 -0.278 -1.397 0.707
C -5.731069 -15.472432 5.013720 0.925 1.463 -2.028
O -6.838805 -15.950905 5.093730 -0.009 -0.445 0.763
C -5.256923 -14.725833 3.827479 0.193 -0.158 -0.286
C -4.066311 -14.085695 3.715345 -0.565 0.376 0.128
C -3.039439 -14.118119 4.835171 -0.642 -0.193 -0.314
O -1.962932 -13.568811 4.819998 -0.090 0.141 -0.414
O -3.789187 -13.304895 2.684686 0.714 -0.140 0.021
O -5.000934 -16.176603 7.206996 -0.115 0.577 -0.433
H -2.968480 -14.852662 6.896426 0.583 -0.170 -0.337
H -5.871651 -14.622237 2.940389 -0.469 -0.240 0.267
H -4.325820 -13.552172 1.895836 -0.039 -0.272 -0.519
H -5.922014 -16.469828 7.124894 -0.044 -0.024 -0.055
```
Forces are in eV/Å.

For the largest force on an atom, the calculation gives 0.0519 hartree/bohr. Its LUMO energy is -1.15 eV. The value obtained for the energy above the lowest of the compared OMol25 structures with the same formula, charge and spin is 0.0 kJ/mol.

natural (NBO) atomic charge list, values in e, 4 entries: number 1, N, carries -0.926; number 2, H, carries 0.480; number 3, H, carries 0.415; number 4, H, carries 0.482